{"formula": "C25H37OSi", "method": "ωB97M-V with the def2-TZVPD basis set", "total_energy_ev": -36443.756, "homo_lumo_gap_ev": 6.302, "total_charge": 1, "symbols": ["C", "O", "H", "H", "C", "H", "H", "H", "H", "C", "H", "H", "H", "H", "H", "C", "C", "H", "H", "C", "H", "C", "C", "Si", "C", "H", "H", "H", "C", "H", "H", "H", "C", "C", "H", "C", "H", "H", "C", "H", "H", "H", "C", "C", "C", "H", "H", "C", "H", "C", "C", "C", "H", "H", "C", "H", "H", "C", "H", "H", "H", "C", "H", "C"], "xyz": [[1.2602, 3.3463, 1.7003], [1.0827, 0.9336, -0.2618], [4.0173, -0.8253, 1.4058], [-6.2153, 1.6040, -1.9793], [2.4292, 2.4337, 2.0219], [5.0334, -0.3886, -0.7938], [3.3439, 0.7015, -2.3237], [-1.7643, 1.5792, -0.7594], [-7.7430, -0.2543, -3.5928], [-0.1627, 0.7377, 0.1396], [1.1549, 4.0586, 2.5163], [1.1703, -1.6031, 0.6396], [-0.3782, -4.4789, -0.9106], [-1.6126, -2.4182, -1.6455], [-5.2268, -2.2552, -3.5210], [2.9291, -0.6464, 1.4427], [-3.7035, -0.4739, -0.9805], [0.3236, 2.8006, 1.5986], [-2.5697, 0.3146, 0.6748], [-1.0934, -3.1154, 2.1546], [4.5429, 1.9877, -2.4603], [-2.3498, -0.3677, -0.2059], [-0.6273, -4.0458, 1.1874], [2.5985, 1.0775, 0.6671], [2.4884, -0.7349, 2.8945], [4.4234, 2.5161, -0.1080], [-2.1958, -1.2835, 2.4542], [3.6109, 3.8684, 3.1177], [-5.7985, -0.3026, -2.8447], [4.6128, 2.6683, 2.3077], [2.5915, -1.7482, -0.4264], [3.8209, 3.9577, 1.3825], [2.2524, -1.7310, 0.6133], [-1.8627, -1.7122, 0.3526], [-6.5920, -0.7803, -4.8543], [3.6628, 1.6634, -1.9094], [6.0875, 1.0027, -0.9601], [1.4055, -0.6131, 2.9788], [-1.7278, -1.9402, 1.7397], [2.2154, 1.9147, 2.9739], [-4.4814, 1.4003, -0.2416], [2.4778, -2.7036, 1.0715], [-4.0970, -1.6161, -1.7854], [4.0846, 1.5273, -0.4626], [5.2767, 0.5823, -0.3615], [-0.8411, -3.2167, 3.2177], [1.4515, 3.9154, 0.7839], [-5.6387, 0.6978, -1.8756], [0.0587, -4.8653, 1.5456], [-5.1048, -1.5038, -2.7415], [-1.4053, -2.6201, -0.5905], [3.7000, 3.2618, 2.2164], [-3.6813, -2.6279, -1.6801], [2.9896, -0.0032, 3.5287], [-4.5772, 0.6252, -0.9920], [2.8740, 2.4042, -2.0383], [-0.3764, 0.8731, 1.2344], [-6.7397, -0.0609, -4.0247], [-0.9567, 0.0604, -1.7143], [5.6494, 0.4352, 0.6539], [2.7276, -1.7310, 3.2767], [-1.2693, 0.5641, -0.7850], [-6.7339, 0.9681, -4.4774], [-0.8213, -3.8142, -0.1842]], "forces_ev_per_a": [[0.12, 0.40, 0.17], [-3.75, -0.81, 0.89], [-0.35, 0.31, -0.09], [-0.19, 0.06, 0.28], [-0.41, -0.91, -0.26], [0.03, -0.13, 0.07], [-0.07, 0.14, -0.03], [0.61, -0.63, -0.94], [0.19, 0.26, -0.65], [3.60, 1.18, 0.00], [-0.26, 0.19, -0.03], [-0.19, -0.18, -0.10], [-0.19, -0.20, -0.04], [0.51, -0.07, 0.32], [-0.16, -0.10, 0.49], [-0.21, 0.51, -0.47], [0.06, -0.98, -1.01], [-0.15, 0.18, 0.03], [-0.56, -1.28, -0.20], [0.52, -0.03, -0.63], [-0.08, 0.08, -0.39], [-2.29, 0.53, 3.13], [0.86, 0.22, 0.83], [2.40, -0.06, 1.47], [0.02, -0.24, 0.08], [-0.24, -0.29, -0.13], [0.18, 0.35, 0.13], [-0.03, -0.01, 0.07], [-0.36, 0.71, -0.99], [-0.08, -0.02, -0.02], [-0.09, -0.01, 0.05], [0.12, -0.05, 0.03], [0.25, -0.40, 0.24], [0.38, 1.26, -0.19], [0.04, 0.31, 0.58], [0.21, 0.06, -0.32], [0.07, -0.05, 0.05], [-0.06, 0.08, 0.14], [-0.05, -0.92, -1.14], [0.00, 0.13, -0.39], [0.35, 0.24, -0.12], [-0.15, 0.07, -0.26], [0.50, 0.59, 0.71], [-0.91, 0.24, 0.45], [0.01, -0.06, -0.02], [-0.32, -0.32, -0.49], [-0.15, -0.05, 0.04], [0.53, -0.54, -0.96], [-1.16, 0.71, -0.56], [0.49, 0.94, 0.23], [-0.29, -0.55, 0.02], [0.06, 0.05, -0.16], [0.33, 0.81, 0.01], [-0.09, -0.05, 0.03], [0.22, -0.53, 0.31], [-0.05, -0.04, -0.16], [0.25, -0.39, -0.86], [-0.65, -0.12, 0.24], [0.25, 1.38, -0.22], [-0.03, 0.04, -0.06], [-0.05, 0.04, 0.09], [-0.22, -1.36, -0.99], [0.19, -0.91, 0.76], [0.51, 0.21, 0.91]], "lowdin_charge": [-0.12, -0.03, 0.10, 0.12, -0.44, 0.08, 0.08, 0.18, 0.09, 0.00, 0.09, 0.05, 0.11, 0.12, 0.12, -0.43, -0.14, 0.05, 0.14, -0.07, 0.08, -0.24, -0.07, 0.79, -0.11, 0.10, 0.11, 0.09, -0.27, 0.08, 0.09, 0.08, -0.11, -0.21, 0.08, -0.12, 0.09, 0.07, -0.04, 0.10, 0.11, 0.09, -0.01, -0.45, -0.11, 0.11, 0.09, -0.04, 0.13, -0.04, -0.07, -0.11, 0.11, 0.07, -0.05, 0.08, 0.17, -0.05, 0.16, 0.08, 0.09, -0.07, 0.09, -0.06]}

=====

{"formula": "C4H8N4", "method": "ωB97M-V with the def2-TZVPD basis set", "smiles": "[H]/N=C(/N)C#N.C=CN", "total_energy_ev": -10234.108, "homo_lumo_gap_ev": 8.544, "symbols": ["H", "H", "H", "H", "H", "C", "N", "C", "H", "H", "N", "N", "C", "H", "N", "C"], "xyz": [[-0.6298, 0.8560, 2.3569], [-1.5633, -1.7172, -0.2891], [-0.1208, 0.0103, -2.0102], [-0.4324, 2.2236, -1.1577], [2.2346, -0.1145, -0.0220], [-0.6444, -0.1581, 0.7009], [0.4379, 1.7325, -0.9971], [1.4487, -0.4844, -0.6645], [-2.1987, -0.1895, -0.5293], [0.9219, 2.0235, -0.1528], [-0.7564, 0.9601, 1.3534], [-1.7550, -0.8190, 0.1352], [0.4116, 0.3306, -1.1182], [1.6336, -1.4435, -1.1227], [0.7013, -1.9420, 2.1889], [0.3112, -1.2683, 1.3284]], "forces_ev_per_a": [[1.08, 0.11, -0.33], [0.28, 0.04, -0.14], [-0.47, -0.28, 0.47], [0.11, -0.20, 0.32], [-0.20, 0.11, 0.27], [-0.35, -1.98, 4.85], [0.30, -0.93, -0.04], [-1.29, 1.55, -1.38], [-0.46, -0.21, 0.21], [-0.42, 0.20, -0.19], [-0.71, -1.01, -1.53], [0.66, 0.96, -1.22], [3.43, 0.79, -1.54], [-0.37, -0.20, 0.18], [0.17, 0.27, -0.97], [-1.75, 0.76, 1.06]], "lowdin_charge": [0.07, 0.10, 0.12, 0.09, 0.08, -0.56, 0.05, 0.00, 0.10, 0.09, 0.08, 0.11, -0.32, 0.08, 0.13, -0.21]}

=====

{"formula": "C2H6O2", "method": "ωB97M-V with the def2-TZVPD basis set", "smiles": "OCCO", "total_energy_ev": -6265.672, "homo_lumo_gap_ev": 11.156, "symbols": ["H", "H", "O", "H", "H", "C", "H", "H", "C", "O"], "xyz": [[-0.4761, -0.0472, -1.7387], [-0.7901, -1.4967, 0.6832], [-0.8114, -0.8125, -1.2719], [-1.4394, 0.1610, 0.4421], [1.4674, -0.6267, 0.0362], [-0.6649, -0.5507, 0.1137], [0.8165, 0.1851, 1.5348], [0.2611, 1.8824, 0.0580], [0.7001, 0.0429, 0.4333], [0.9369, 1.2624, -0.2906]], "forces_ev_per_a": [[0.17, 0.31, -0.17], [-0.01, 0.51, -0.49], [-0.10, -0.45, 0.45], [-0.03, -0.16, 0.08], [-0.01, -0.09, 0.38], [0.11, 0.08, 0.24], [0.01, -0.10, -0.71], [0.69, -0.20, -0.47], [0.34, -0.15, -0.11], [-1.17, 0.26, 0.80]], "lowdin_charge": [0.07, 0.13, -0.06, 0.11, 0.12, -0.26, 0.13, 0.10, -0.25, -0.09]}

=====

{"formula": "C2H6N2O", "method": "ωB97M-V with the def2-TZVPD basis set", "smiles": "[H]/N=[NH+]/[O-].C=C", "total_energy_ev": -7194.242, "homo_lumo_gap_ev": 10.501, "symbols": ["H", "H", "H", "O", "H", "H", "C", "N", "C", "N", "H"], "xyz": [[0.5068, 1.1960, 0.1868], [1.8597, -0.1427, -1.5905], [-1.2685, 0.6381, 0.5137], [-0.7586, -1.0918, -0.1524], [-3.2671, 0.4068, -0.2301], [1.3477, 0.4149, 1.5040], [1.3266, 0.5281, 0.4829], [-1.5895, -0.2561, 0.0650], [1.9742, -0.2252, -0.4078], [-2.7943, -0.4112, -0.2194], [2.6629, -1.0569, -0.1523]], "forces_ev_per_a": [[0.80, 0.17, -0.33], [-0.07, 0.10, 2.83], [-0.11, -0.30, -0.29], [1.12, -1.27, 0.37], [-1.76, 3.56, 0.75], [0.61, -0.53, 2.23], [-0.43, -0.10, -2.85], [-1.09, 0.88, -0.21], [0.30, -0.06, -2.00], [1.04, -3.33, -0.70], [-0.42, 0.86, 0.19]], "lowdin_charge": [0.03, 0.10, 0.16, -0.01, 0.01, 0.02, -0.11, -0.30, -0.08, 0.13, 0.05]}